{
  "formula": "C8H12BCoN4S2Se4",
  "method": "ωB97M-V/def2-TZVPD",
  "total_charge": 0,
  "total_energy_ev": -335813.89758,
  "spin_multiplicity": 5,
  "homo_ev": [-7.965, -7.792],
  "e_lumo_ev": [-0.7, -2.6],
  "gap_ev": [7.2, 5.2],
  "symbols": ["Co", "Se", "Se", "Se", "Se", "C", "N", "C", "C", "N", "B", "N", "C", "C", "N", "C", "C", "S", "C", "S", "H", "H", "H", "H", "H", "H", "H", "H", "H", "H", "H", "H"],
  "coordinates": [[1.217, 0.390, -0.717], [3.469, 0.026, 0.017], [4.806, 0.627, -1.707], [3.477, 2.054, -3.170], [1.308, 1.504, -2.835], [1.974, -3.246, -0.192], [1.013, -2.600, 0.657], [0.883, -2.721, 2.010], [-0.221, -2.013, 2.371], [-0.770, -1.457, 1.258], [-2.115, -0.675, 1.232], [-1.956, 0.585, 0.332], [-2.886, 1.021, -0.558], [-2.478, 2.211, -1.074], [-1.280, 2.510, -0.493], [-0.506, 3.709, -0.649], [-0.964, 1.484, 0.337], [0.494, 1.446, 1.225], [0.011, -1.794, 0.224], [-0.157, -1.350, -1.416], [2.729, -3.728, 0.423], [2.455, -2.510, -0.840], [1.475, -3.977, -0.831], [1.575, -3.283, 2.598], [-0.655, -1.850, 3.333], [-2.358, -0.316, 2.342], [-2.948, -1.376, 0.745], [-3.761, 0.441, -0.761], [-2.931, 2.850, -1.801], [-0.918, 4.299, -1.463], [0.532, 3.457, -0.879], [-0.513, 4.282, 0.281]],
  "forces_ev_per_angstrom": [[0.1, 0.0, 0.0], [0.4, 0.0, 0.0], [-0.6, 0.8, -0.7], [0.7, -0.8, 0.7], [0.1, 0.2, -0.3], [0.3, -0.1, -0.5], [-0.6, 0.7, 0.2], [-0.3, 0.0, 0.6], [0.4, -0.3, 0.3], [0.4, -0.3, -0.4], [0.2, 0.1, -0.1], [0.4, 0.5, -0.1], [-0.3, 0.3, -0.4], [-0.6, -0.3, -0.1], [-0.1, -0.9, 0.2], [0.5, 0.4, 0.1], [-0.2, 0.4, 0.5], [0.5, -0.1, 0.2], [-0.3, -0.6, -0.2], [-0.1, 0.2, -0.5], [0.0, 0.0, 0.1], [-0.1, -0.1, 0.1], [0.1, 0.0, 0.1], [0.1, -0.2, 0.2], [0.0, 0.0, 0.2], [0.0, -0.1, 0.3], [-0.3, -0.1, -0.1], [-0.2, -0.1, -0.1], [-0.1, 0.2, -0.2], [-0.1, 0.0, 0.0], [-0.2, 0.0, 0.0], [-0.1, 0.0, -0.1]]
}